# C6H12ClNaO10

A structure of composition C6H12ClNaO10 (wB97M-V/def2-TZVPD, the OMol25 dataset).

Summary:
Energy relative to the best compared isomer or geometry (same formula, charge and spin): 56.87 kcal per mole
Total charge: 0
Orbital gap: 7.627 eV
Lowest unoccupied orbital energy: -0.939 eV

Geometry (Å):
Na -7.23 2.19 14.76
Cl -4.85 2.82 17.45
O -4.54 3.21 16.17
O -6.25 2.93 17.49
O -4.31 1.60 17.89
O -4.34 3.94 18.28
C -7.64 -2.09 14.31
O -6.21 -2.15 14.63
C -5.47 -0.94 14.50
O -5.84 0.09 13.96
O -4.33 -1.07 15.17
C -3.35 -0.14 14.96
H -8.18 -3.03 14.23
H -7.91 -1.63 13.36
H -8.24 -1.48 14.99
H -2.60 -0.62 14.33
H -2.96 0.22 15.91
H -3.59 0.75 14.38
C -11.22 -0.69 14.42
O -11.25 0.02 15.65
C -10.25 0.73 16.03
O -9.08 0.54 15.65
O -10.72 1.44 17.13
C -9.85 2.04 18.13
H -12.12 -0.55 13.81
H -11.17 -1.77 14.59
H -10.29 -0.47 13.90
H -9.21 2.79 17.69
H -9.43 1.20 18.69
H -10.45 2.41 18.97

Atom charges from the natural (NBO) analysis, given in e for atoms 1 to 8: number 1, Na, carries 0.981; number 2, Cl, carries 2.610; number 3, O, carries -0.921; number 4, O, carries -0.942; number 5, O, carries -0.835; number 6, O, carries -0.897; number 7, C, carries -0.282; number 8, O, carries -0.500

=====

# C2H2BrNO3S

The molecule C2H2BrNO3S (wB97M-V/def2-TZVPD, the OMol25 dataset).

Summary:
Energy relative to the best compared isomer or geometry (same formula, charge and spin): 25.82 kcal per mole
Total charge: 0
Orbital gap: 7.803 eV
Lowest unoccupied orbital energy: -0.703 eV

Geometry (Å):
C 0.44 0.18 0.09
C -0.70 0.98 -0.04
N 1.83 0.26 0.33
O 0.07 -1.25 0.31
O -1.92 -2.30 -0.74
O -1.91 0.18 0.13
S -1.34 -1.72 0.43
Br -0.84 2.90 -0.45
H 2.26 1.21 0.21
H 2.11 -0.43 -0.26

Atom charges from the natural (NBO) analysis, given in e for atoms 1 to 8: number 1, C, carries 0.329; number 2, C, carries 0.118; number 3, N, carries -0.804; number 4, O, carries -0.751; number 5, O, carries -0.837; number 6, O, carries -0.721; number 7, S, carries 1.777; number 8, Br, carries 0.101

=====

# C8H12N3

The ion C8H12N3 with charge +1 (wB97M-V/def2-TZVPD, the OMol25 dataset).

Summary:
Energy relative to the best compared isomer or geometry (same formula, charge and spin): 105.19 kcal per mole
Total charge: +1
Orbital gap: 7.713 eV
SMILES: Cc1ccc(C)nc[nH][nH+]c1
Lowest unoccupied orbital energy: -4.376 eV

Geometry (Å):
C 2.99 0.04 0.28
C 1.48 0.14 0.14
C 0.85 -0.93 0.94
C -0.40 -1.52 0.66
C -1.48 -1.03 0.02
C -2.15 -1.77 -1.03
N -2.03 0.03 0.45
C -1.74 1.18 0.84
N -0.87 2.01 0.23
N -0.07 1.85 -0.78
C 1.02 1.04 -0.73
H 3.11 0.34 1.31
H 3.65 0.77 -0.17
H 3.39 -0.99 -0.04
H 1.63 -1.49 1.41
H -0.55 -2.41 1.22
H -3.08 -1.26 -1.32
H -2.41 -2.86 -0.83
H -1.43 -1.64 -1.91
H -2.21 1.62 1.77
H -1.08 2.99 0.49
H -0.41 2.31 -1.65
H 1.81 1.58 -1.31

Atom charges from the natural (NBO) analysis, given in e for atoms 1 to 8: number 1, C, carries -0.631; number 2, C, carries -0.136; number 3, C, carries -0.085; number 4, C, carries -0.320; number 5, C, carries 0.383; number 6, C, carries -0.674; number 7, N, carries -0.390; number 8, C, carries 0.344

=====

# C5H13NO2

A cluster of 3 separate species, C5H13NO2 in total (wB97M-V/def2-TZVPD, the OMol25 dataset).

Summary:
Energy relative to the best compared isomer or geometry (same formula, charge and spin): 54.59 kcal per mole
Total charge: -1
Orbital gap (alpha / beta): 3.611 / 6.863 eV
2S+1: 2
Lowest unoccupied orbital energy (alpha / beta): 3.917 / 3.791 eV

Geometry (Å):
N 0.10 -1.13 -1.83
C 1.00 -0.83 -0.83
C 1.91 -1.76 -0.43
C -0.17 1.94 1.63
C -0.23 0.93 0.57
C 0.88 0.44 -0.14
H -0.46 -0.40 -2.24
H 0.06 -2.05 -2.24
H 2.11 -2.69 -0.97
H 2.62 -1.64 0.38
H 0.62 2.71 1.65
H 0.02 1.54 2.66
H -1.11 2.47 1.81
H -1.18 0.40 0.50
H 1.78 1.00 0.14
H -0.90 1.42 -1.64
H -2.35 1.71 -1.46
O -1.65 1.82 -2.13
H -1.68 -2.50 1.52
H -0.26 -1.58 1.31
O -1.10 -1.79 1.73

Atom charges from the natural (NBO) analysis, given in e for atoms 1 to 8: number 1, N, carries -0.850; number 2, C, carries 0.145; number 3, C, carries -0.700; number 4, C, carries -0.627; number 5, C, carries -0.427; number 6, C, carries -0.466; number 7, H, carries 0.384; number 8, H, carries 0.364

=====

# C2H7NO2S2

The molecule C2H7NO2S2 (wB97M-V/def2-TZVPD, the OMol25 dataset).

Summary:
Energy relative to the best compared isomer or geometry (same formula, charge and spin): 84.04 kcal per mole
Total charge: 0
Orbital gap: 9.440 eV
Lowest unoccupied orbital energy: 0.688 eV

Geometry (Å):
C -1.15 1.48 1.01
C 0.03 -2.29 -0.25
N 1.71 0.24 -0.27
O 0.20 1.98 0.59
O -0.04 1.47 -2.05
S 0.86 1.69 -0.92
S 0.78 -0.86 0.84
H -0.89 0.90 1.87
H -1.69 2.28 1.30
H -1.66 1.04 0.14
H -0.66 -2.86 0.42
H -0.37 -1.78 -1.18
H 0.83 -2.81 -0.65
H 2.05 -0.50 -0.86

Atom charges from the natural (NBO) analysis, given in e for atoms 1 to 8: number 1, C, carries -0.247; number 2, C, carries -0.714; number 3, N, carries -0.960; number 4, O, carries -0.733; number 5, O, carries -0.911; number 6, S, carries 1.640; number 7, S, carries 0.277; number 8, H, carries 0.209

=====

# C4H5NO2

A cluster of 2 separate species, C4H5NO2 in total (wB97M-V/def2-TZVPD, the OMol25 dataset).

Summary:
Energy relative to the best compared isomer or geometry (same formula, charge and spin): 154.91 kcal per mole
Total charge: 0
Orbital gap (alpha / beta): 6.224 / 9.391 eV
Lowest unoccupied orbital energy (alpha / beta): -0.239 / 0.783 eV

Geometry (Å):
C 1.20 -2.04 1.55
C -0.66 -1.00 -0.92
C -0.69 1.77 -0.76
C 0.08 1.08 0.31
N -0.49 0.26 -0.68
O 0.58 -2.45 0.59
O -0.95 -1.73 -1.76
H 1.88 -2.64 2.01
H -1.67 2.11 -0.38
H -0.09 2.30 -1.50
H 1.12 1.22 0.30
H -0.32 1.11 1.22

Atom charges from the natural (NBO) analysis, given in e for atoms 1 to 8: number 1, C, carries 0.266; number 2, C, carries 0.703; number 3, C, carries -0.240; number 4, C, carries -0.199; number 5, N, carries -0.494; number 6, O, carries -0.440; number 7, O, carries -0.525; number 8, H, carries 0.118

=====

# C31H27N4O6PSW

A structure of composition C31H27N4O6PSW (wB97M-V/def2-TZVPD, the OMol25 dataset).

Summary:
Energy relative to the best compared isomer or geometry (same formula, charge and spin): 5.42 kcal per mole
Total charge: 0
Orbital gap: 6.733 eV
Lowest unoccupied orbital energy: -1.217 eV

Geometry (Å):
W -0.79 0.93 0.77
C -2.44 -0.39 -3.06
C -1.49 0.03 -1.98
N -1.96 0.22 -0.69
N -3.33 -0.08 -0.52
C -4.20 0.99 -0.46
N -5.28 0.72 0.31
S -4.01 2.38 -1.35
C -0.16 0.22 -2.14
C 0.62 -0.03 -3.32
C 1.95 -0.22 -3.24
C 2.59 -0.17 -1.94
C 1.92 0.22 -0.86
N 0.54 0.62 -0.93
H -3.22 0.35 -3.16
H -2.90 -1.34 -2.79
H -1.92 -0.51 -4.01
H -3.50 -0.79 0.19
H -5.18 0.07 1.07
H -5.93 1.48 0.43
H 0.11 -0.08 -4.28
H 2.54 -0.42 -4.12
H 3.64 -0.43 -1.84
H 2.36 0.34 0.12
O -3.46 -1.87 1.96
C -2.45 -1.23 2.21
O -2.33 0.04 2.07
C -1.16 -1.94 2.64
P 0.11 -1.44 1.43
C 1.72 -1.68 2.21
C 2.45 -0.59 2.69
C 3.67 -0.81 3.32
C 4.15 -2.09 3.49
C 3.42 -3.18 3.03
C 2.21 -2.97 2.39
C 0.01 -2.62 0.05
C 1.13 -2.94 -0.71
C 0.99 -3.72 -1.85
C -0.25 -4.19 -2.23
C -1.37 -3.89 -1.46
C -1.24 -3.11 -0.32
H -1.28 -3.02 2.70
H -0.85 -1.54 3.60
H 2.06 0.41 2.59
H 4.23 0.04 3.69
H 5.10 -2.26 3.98
H 3.79 -4.19 3.16
H 1.64 -3.82 2.03
H 2.10 -2.58 -0.42
H 1.87 -3.95 -2.44
H -0.35 -4.80 -3.12
H -2.34 -4.27 -1.74
H -2.13 -2.90 0.27
O -2.84 3.29 3.15
C -1.93 2.72 2.63
O -1.80 2.52 1.31
C -0.72 2.11 3.41
O -0.53 2.32 4.57
O 0.03 1.36 2.61
C 0.33 1.95 -0.34
C 0.88 3.19 -0.83
C 1.56 3.28 -2.05
C 2.05 4.50 -2.48
C 1.88 5.63 -1.70
C 1.21 5.55 -0.49
C 0.71 4.34 -0.05
H 1.68 2.40 -2.67
H 2.57 4.56 -3.43
H 2.27 6.58 -2.04
H 1.07 6.44 0.11
H 0.18 4.26 0.88

Atom charges from the Mulliken analysis, given in e for atoms 1 to 8: number 1, W, carries 1.010; number 2, C, carries -1.554; number 3, C, carries 0.245; number 4, N, carries 1.052; number 5, N, carries -0.962; number 6, C, carries 0.411; number 7, N, carries -0.443; number 8, S, carries -0.384

=====

# C5H14P4

A structure of composition C5H14P4 (wB97M-V/def2-TZVPD, the OMol25 dataset).

Summary:
Energy relative to the best compared isomer or geometry (same formula, charge and spin): 39.25 kcal per mole
Total charge: 0
Orbital gap: 8.203 eV
Lowest unoccupied orbital energy: 0.343 eV

Geometry (Å):
C -1.75 0.41 -0.08
C -0.87 0.49 0.94
C -4.18 0.20 -0.64
C -2.87 -0.52 -0.21
C 0.29 1.29 0.89
P 4.62 -0.63 0.19
P 2.06 -1.70 0.24
P 3.55 1.22 -0.18
P 1.62 0.29 -0.62
H -1.55 1.01 -0.95
H -0.85 -0.32 1.65
H -3.87 0.88 -1.46
H -4.59 0.90 0.00
H -4.91 -0.53 -1.01
H -2.53 -1.19 -1.15
H -2.79 -1.23 0.59
H 0.28 2.20 0.30
H 1.04 1.21 1.79
H 4.58 -0.85 1.62
H 5.92 0.24 0.41
H 2.37 -2.20 -0.93
H 0.70 -2.21 0.15
H 3.75 1.05 -1.53

Atom charges from the natural (NBO) analysis, given in e for atoms 1 to 8: number 1, C, carries -0.147; number 2, C, carries -0.279; number 3, C, carries -0.597; number 4, C, carries -0.431; number 5, C, carries -0.521; number 6, P, carries -0.048; number 7, P, carries -0.002; number 8, P, carries 0.004

=====

# C12H13AsBClF5IMoNO

A structure of composition C12H13AsBClF5IMoNO (wB97M-V/def2-TZVPD, the OMol25 dataset).

Summary:
Total charge: +1
Orbital gap (alpha / beta): 6.577 / 6.584 eV
Lowest unoccupied orbital energy (alpha / beta): -5.301 / -5.300 eV

Geometry (Å):
Mo -0.99 -0.38 -0.25
Cl 2.44 5.62 -0.83
C 1.95 3.97 -0.88
C 2.81 3.03 -1.36
C 2.44 1.66 -1.41
I 3.77 0.24 -2.12
C 1.20 1.29 -0.99
O 0.72 0.01 -0.99
C 0.31 2.26 -0.49
N -0.89 1.79 -0.05
C -1.77 2.63 0.47
C -1.51 4.01 0.56
C -0.30 4.49 0.12
C 0.65 3.61 -0.42
H 3.80 3.32 -1.69
H -2.70 2.22 0.84
H -2.25 4.66 0.99
H -0.08 5.55 0.19
F -1.42 -1.49 3.32
B -1.52 -0.42 2.53
F -0.26 -0.27 1.71
F -1.78 0.79 3.06
F -2.44 -0.68 1.40
F -2.35 -0.69 -1.39
C -1.68 -4.14 -0.37
As -0.23 -2.88 -0.19
C 0.68 -3.35 1.44
C 1.00 -3.29 -1.61
H -1.28 -5.15 -0.34
H -2.19 -3.97 -1.31
H -2.38 -4.00 0.45
H 1.02 -4.39 1.36
H 0.00 -3.24 2.28
H 1.53 -2.70 1.58
H 1.35 -4.32 -1.49
H 1.85 -2.61 -1.56
H 0.51 -3.18 -2.57

Atom charges from the Mulliken analysis, given in e for atoms 1 to 8: number 1, Mo, carries 1.548; number 2, Cl, carries -0.211; number 3, C, carries 0.395; number 4, C, carries -0.442; number 5, C, carries -0.513; number 6, I, carries 0.144; number 7, C, carries 0.789; number 8, O, carries -0.802

=====

# C6H10

The ion C6H10 with charge +1 (wB97M-V/def2-TZVPD, the OMol25 dataset).

Summary:
Energy relative to the best compared isomer or geometry (same formula, charge and spin): 50.47 kcal per mole
Total charge: +1
Orbital gap (alpha / beta): 8.273 / 7.686 eV
2S+1: 2
Lowest unoccupied orbital energy (alpha / beta): -5.498 / -6.963 eV

Geometry (Å):
C -1.01 -1.06 0.87
C -0.51 -2.38 1.12
C 1.05 0.01 -0.17
C -0.38 -0.20 -0.26
C -1.22 0.83 -0.96
C 1.65 1.34 -0.23
H -1.81 -0.52 1.51
H 0.57 -2.54 0.96
H -1.17 -3.14 1.67
H 1.59 -0.94 -0.29
H -0.43 1.34 -1.45
H -1.98 0.53 -1.69
H -1.78 1.48 -0.24
H 1.46 1.96 0.51
H 2.76 1.37 -0.34
H 1.23 1.93 -1.03

Atom charges from the natural (NBO) analysis, given in e for atoms 1 to 8: number 1, C, carries -0.200; number 2, C, carries -0.221; number 3, C, carries 0.067; number 4, C, carries 0.171; number 5, C, carries -0.695; number 6, C, carries -0.716; number 7, H, carries 0.269; number 8, H, carries 0.222

=====

# C24H30N10O6Tc

A structure of composition C24H30N10O6Tc (wB97M-V/def2-TZVPD, the OMol25 dataset).

Summary:
Energy relative to the best compared isomer or geometry (same formula, charge and spin): 61.79 kcal per mole
Total charge: +4
Orbital gap (alpha / beta): 2.425 / 1.314 eV
2S+1: 4
Lowest unoccupied orbital energy (alpha / beta): -13.150 / -14.270 eV

Geometry (Å):
Tc 0.72 0.45 -1.18
O 3.57 -2.06 -2.97
C 2.82 -1.15 -2.44
O 1.69 -1.34 -1.96
C 3.38 0.24 -2.45
C 4.57 0.65 -3.02
C 4.89 2.00 -2.97
C 4.00 2.89 -2.38
C 2.82 2.40 -1.83
N 2.54 1.09 -1.87
C 1.69 3.17 -1.21
O 1.70 4.45 -1.02
O 0.68 2.53 -0.87
H 3.16 -2.94 -2.97
H 5.23 -0.07 -3.49
H 5.81 2.37 -3.39
H 4.23 3.95 -2.36
H 2.52 4.91 -1.27
N -0.37 0.66 -3.11
C -1.86 0.72 -2.90
C -2.57 -0.23 -3.87
C -4.07 -0.47 -3.65
C -4.94 0.81 -3.70
N -6.06 0.78 -2.77
C -7.30 0.38 -3.03
N -8.23 0.44 -2.09
N -7.63 -0.08 -4.24
C -2.18 0.43 -1.44
O -3.31 0.49 -1.03
O -1.12 0.08 -0.71
H -0.08 1.45 -3.68
H -0.16 -0.17 -3.67
H -2.19 1.75 -3.06
H -2.08 -1.21 -3.81
H -2.41 0.15 -4.88
H -4.24 -0.95 -2.69
H -4.39 -1.17 -4.42
H -5.31 1.00 -4.70
H -4.35 1.69 -3.44
H -5.85 1.02 -1.81
H -8.04 0.84 -1.18
H -9.18 0.15 -2.26
H -6.96 -0.15 -4.98
H -8.58 -0.31 -4.46
C 0.95 -2.36 1.08
C 1.17 -0.98 1.58
N 1.23 0.15 0.86
C 1.33 1.20 1.77
C 1.33 0.71 3.02
N 1.24 -0.67 2.89
C 1.03 -1.62 3.99
N 1.53 -1.14 5.26
N 0.71 -0.26 5.96
N 1.23 -0.02 7.09
C 2.41 -0.74 7.16
C 3.31 -0.87 8.21
C 4.46 -1.72 8.02
C 4.65 -2.42 6.84
C 3.74 -2.30 5.78
C 2.60 -1.45 5.99
H 0.85 -2.37 0.00
H 0.02 -2.77 1.50
H 1.77 -3.03 1.36
H 1.35 2.23 1.46
H 1.33 1.21 3.97
H 1.49 -2.58 3.75
H -0.04 -1.77 4.12
H 3.13 -0.38 9.16
H 5.18 -1.82 8.81
H 5.51 -3.06 6.74
H 3.93 -2.80 4.84

Atom charges from the Mulliken analysis, given in e for atoms 1 to 8: number 1, Tc, carries 0.142; number 2, O, carries -0.326; number 3, C, carries 0.560; number 4, O, carries -0.445; number 5, C, carries 0.528; number 6, C, carries -0.779; number 7, C, carries -0.760; number 8, C, carries -0.961

=====

# C33H31CdCl2F6GeN6O4SbSe

A structure of composition C33H31CdCl2F6GeN6O4SbSe (wB97M-V/def2-TZVPD, the OMol25 dataset).

Summary:
Energy relative to the best compared isomer or geometry (same formula, charge and spin): 12.88 kcal per mole
Total charge: -1
Orbital gap (alpha / beta): 6.354 / 3.516 eV
2S+1: 2
Lowest unoccupied orbital energy (alpha / beta): 1.038 / -1.800 eV

Geometry (Å):
Cd -0.91 -0.58 1.26
Se -7.34 0.43 -3.43
N -6.78 -0.93 -2.45
C -5.67 -0.55 -1.85
C -4.90 -1.40 -0.97
C -5.31 -2.69 -0.63
C -4.51 -3.44 0.20
C -3.31 -2.90 0.63
N -2.91 -1.68 0.33
C -3.70 -0.90 -0.43
C -3.31 0.50 -0.65
N -2.25 0.95 0.01
C -1.89 2.21 -0.12
C -2.54 3.10 -0.97
C -3.64 2.65 -1.67
C -4.06 1.33 -1.50
C -5.24 0.80 -2.13
N -6.00 1.48 -2.95
H -6.25 -3.06 -1.02
H -4.81 -4.43 0.51
H -2.65 -3.47 1.26
H -1.05 2.54 0.49
H -2.20 4.12 -1.06
H -4.19 3.29 -2.35
O 5.24 -0.34 5.26
C 4.27 0.36 5.50
O 3.92 1.20 6.32
C 3.08 0.07 4.42
C 3.12 -1.10 3.69
C 2.12 -1.30 2.75
N 1.15 -0.42 2.55
C 1.12 0.69 3.28
C 2.08 1.00 4.23
C -0.05 1.67 3.00
O 0.19 2.86 3.12
O -1.12 1.08 2.66
H 3.91 -1.82 3.84
H 2.13 -2.19 2.13
H 2.02 1.93 4.78
F -1.20 -2.09 3.19
Sb -2.66 -1.36 4.27
F -3.74 -2.78 3.56
F -3.35 -0.40 2.77
F -1.41 -0.22 5.12
F -4.09 -0.64 5.28
F -2.19 -2.62 5.62
C 2.89 0.16 -4.66
C 4.01 -0.64 -4.00
C 4.13 -0.37 -2.49
C 2.90 -0.84 -1.70
Ge 1.51 0.48 -1.17
C 2.16 1.59 0.33
C 3.00 2.76 -0.19
C 3.45 3.70 0.93
C 4.28 4.87 0.39
H 2.79 -0.11 -5.72
H 3.08 1.23 -4.60
H 1.93 -0.04 -4.18
H 4.96 -0.39 -4.48
H 3.83 -1.71 -4.15
H 4.31 0.70 -2.34
H 5.02 -0.89 -2.13
H 3.22 -1.28 -0.75
H 2.39 -1.65 -2.24
H 1.25 1.51 -2.30
H 2.77 0.97 1.00
H 1.33 1.98 0.93
H 2.41 3.33 -0.92
H 3.88 2.37 -0.71
H 4.04 3.14 1.66
H 2.57 4.08 1.45
H 5.17 4.50 -0.12
H 4.60 5.53 1.20
H 3.70 5.46 -0.32
Cl -1.02 0.19 -3.46
C -0.91 -1.41 -2.78
C -1.39 -2.46 -3.54
C -1.39 -3.75 -3.04
C -0.93 -3.96 -1.74
C -0.45 -2.90 -1.00
Cl 0.07 -3.17 0.63
C -0.38 -1.56 -1.47
N 0.11 -0.58 -0.68
H -1.77 -2.26 -4.54
H -1.73 -4.58 -3.64
H -0.95 -4.95 -1.31

Atom charges from the Mulliken analysis, given in e for atoms 1 to 8: number 1, Cd, carries 3.708; number 2, Se, carries 0.210; number 3, N, carries -0.897; number 4, C, carries 1.219; number 5, C, carries 0.020; number 6, C, carries -0.942; number 7, C, carries -1.214; number 8, C, carries -0.582